# 1
{
  "formula": "C33H44N4P2Pb",
  "method": "ωB97M-V/def2-TZVPD",
  "e_homo_ev": [-11.963, -11.963],
  "e_tot_ha": -2377.56764,
  "charge": 2,
  "spin_multiplicity": 1,
  "e_above_lowest_kcal_mol": 24.7,
  "symbols": ["Pb", "C", "C", "C", "C", "C", "C", "C", "C", "C", "H", "H", "H", "H", "H", "H", "H", "H", "H", "H", "H", "H", "H", "H", "H", "P", "P", "N", "N", "N", "N", "C", "C", "C", "C", "C", "C", "C", "C", "C", "C", "C", "C", "C", "C", "C", "C", "C", "C", "H", "H", "H", "H", "H", "H", "H", "H", "H", "H", "H", "H", "H", "H", "H", "H", "H", "H", "H", "H", "C", "C", "C", "C", "C", "C", "H", "H", "H", "H", "H", "H", "H", "H", "H"],
  "xyz": [[-0.35, -2.85, 3.25], [-0.82, 2.93, 3.52], [-1.44, 2.25, 2.55], [-1.04, 1.93, 1.12], [0.09, 0.91, 0.92], [1.48, 1.46, 1.23], [1.86, 2.63, 1.77], [1.06, 3.85, 2.09], [0.37, 3.84, 3.45], [1.75, -2.25, 3.65], [-1.25, 2.85, 4.52], [-2.27, 1.59, 2.84], [-0.81, 2.88, 0.62], [-1.97, 1.46, 0.74], [-0.12, -0.01, 1.53], [0.12, 0.61, -0.15], [2.28, 0.84, 0.80], [2.93, 2.77, 2.01], [0.37, 4.06, 1.28], [1.78, 4.67, 2.14], [1.03, 3.56, 4.29], [0.01, 4.86, 3.71], [1.74, -2.12, 4.75], [2.19, -1.34, 3.14], [2.18, -3.22, 3.37], [1.33, -1.31, -3.09], [-2.02, -0.88, -3.03], [2.66, -0.20, -3.24], [2.06, -2.55, -4.20], [-2.07, 0.90, -3.22], [-3.64, -1.19, -3.70], [0.32, -0.48, -4.42], [-1.04, -1.15, -4.57], [3.52, 0.18, -2.20], [4.48, 1.04, -2.70], [4.22, 1.21, -4.10], [3.10, 0.43, -4.41], [2.40, -3.83, -3.77], [2.79, -4.59, -4.87], [2.68, -3.76, -6.03], [2.26, -2.51, -5.58], [-1.68, 1.78, -2.20], [-1.67, 3.08, -2.69], [-2.02, 3.00, -4.08], [-2.20, 1.66, -4.39], [-4.46, -0.50, -4.61], [-5.55, -1.30, -4.95], [-5.39, -2.54, -4.25], [-4.22, -2.46, -3.52], [0.82, -0.47, -5.39], [0.22, 0.57, -4.10], [-1.56, -0.77, -5.45], [-0.93, -2.23, -4.72], [3.35, -0.22, -1.20], [5.28, 1.50, -2.13], [4.78, 1.80, -4.83], [2.59, 0.31, -5.35], [2.34, -4.07, -2.72], [3.13, -5.62, -4.85], [2.89, -4.02, -7.06], [2.08, -1.61, -6.16], [-1.45, 1.37, -1.22], [-1.45, 3.97, -2.12], [-2.16, 3.83, -4.75], [-2.39, 1.20, -5.34], [-4.23, 0.50, -4.93], [-6.36, -1.03, -5.62], [-6.06, -3.39, -4.28], [-3.72, -3.17, -2.87], [-1.54, -0.02, 8.00], [-0.25, -0.79, 7.78], [0.91, 0.20, 8.07], [-0.14, -1.99, 8.71], [-0.30, -1.27, 6.37], [-0.49, -1.76, 5.25], [-1.41, 0.72, 8.79], [-2.34, -0.71, 8.29], [-1.87, 0.51, 7.09], [0.56, 0.83, 8.91], [1.84, -0.30, 8.42], [1.16, 0.84, 7.21], [-0.99, -2.68, 8.59], [0.78, -2.57, 8.52], [-0.12, -1.63, 9.74]]
}

# 2
{
  "formula": "C33H44N4P2Ti",
  "method": "ωB97M-V/def2-TZVPD",
  "e_homo_ev": [-12.849, -12.849],
  "e_tot_ha": -3034.10407,
  "charge": 2,
  "spin_multiplicity": 1,
  "symbols": ["Ti", "C", "C", "C", "C", "C", "C", "C", "C", "C", "H", "H", "H", "H", "H", "H", "H", "H", "H", "H", "H", "H", "H", "H", "H", "P", "P", "N", "N", "N", "N", "C", "C", "C", "C", "C", "C", "C", "C", "C", "C", "C", "C", "C", "C", "C", "C", "C", "C", "H", "H", "H", "H", "H", "H", "H", "H", "H", "H", "H", "H", "H", "H", "H", "H", "H", "H", "H", "H", "C", "C", "C", "C", "C", "C", "H", "H", "H", "H", "H", "H", "H", "H", "H"],
  "xyz": [[-0.23, 1.37, 0.85], [2.73, -2.53, 1.82], [2.13, -2.05, 0.75], [0.79, -2.33, 0.11], [-0.47, -1.77, 0.82], [-0.86, -2.51, 2.06], [-0.08, -3.33, 2.75], [1.00, -4.29, 2.35], [2.40, -3.73, 2.64], [-0.33, 3.31, 1.60], [3.70, -2.08, 2.06], [2.62, -1.16, 0.28], [0.67, -3.40, -0.14], [0.85, -1.83, -0.87], [-0.20, -0.68, 1.09], [-1.34, -1.73, 0.15], [-1.80, -2.18, 2.51], [-0.42, -3.58, 3.76], [0.92, -4.56, 1.29], [0.90, -5.26, 2.87], [2.56, -3.58, 3.74], [3.12, -4.52, 2.36], [0.09, 3.22, 2.62], [-1.24, 3.94, 1.59], [0.46, 3.77, 0.96], [-2.17, 1.34, -0.43], [1.55, 1.08, -2.03], [-3.53, 0.10, -0.66], [-3.12, 2.75, -1.16], [1.34, -0.34, -3.16], [2.39, 1.91, -3.45], [-1.19, 0.79, -1.93], [-0.09, 1.78, -2.32], [-4.38, -0.36, 0.33], [-5.46, -1.05, -0.25], [-5.24, -1.03, -1.67], [-4.05, -0.34, -1.88], [-3.37, 3.99, -0.56], [-4.27, 4.70, -1.34], [-4.57, 3.89, -2.49], [-3.81, 2.72, -2.37], [2.28, -1.37, -3.09], [1.98, -2.32, -4.05], [0.89, -1.80, -4.82], [0.46, -0.63, -4.21], [2.42, 1.64, -4.82], [3.15, 2.63, -5.48], [3.55, 3.57, -4.48], [3.06, 3.12, -3.26], [-1.85, 0.63, -2.78], [-0.79, -0.20, -1.69], [-0.21, 2.06, -3.38], [-0.07, 2.71, -1.72], [-4.14, -0.19, 1.36], [-6.31, -1.48, 0.26], [-5.87, -1.44, -2.45], [-3.54, -0.16, -2.81], [-2.86, 4.26, 0.35], [-4.70, 5.66, -1.12], [-5.25, 4.12, -3.30], [-3.72, 1.89, -3.05], [3.05, -1.28, -2.34], [2.45, -3.29, -4.14], [0.49, -2.23, -5.74], [-0.38, 0.01, -4.43], [1.94, 0.77, -5.24], [3.35, 2.64, -6.53], [4.14, 4.46, -4.65], [3.11, 3.54, -2.27], [0.93, -1.80, 5.20], [1.65, -0.52, 4.82], [1.30, 0.62, 5.79], [3.17, -0.71, 4.80], [1.14, -0.04, 3.54], [0.59, 0.66, 2.67], [0.82, -1.84, 6.29], [1.48, -2.70, 4.87], [-0.06, -1.82, 4.73], [1.22, 0.20, 6.81], [2.12, 1.34, 5.75], [0.35, 1.10, 5.53], [3.51, -1.46, 4.07], [3.66, 0.25, 4.59], [3.46, -1.04, 5.80]]
}

# 3
{
  "formula": "C33H44N4P2Zn",
  "method": "ωB97M-V/def2-TZVPD",
  "e_homo_ev": [-4.998, -4.994],
  "e_tot_ha": -3964.54387,
  "charge": 0,
  "spin_multiplicity": 1,
  "e_above_lowest_kcal_mol": 98.5,
  "symbols": ["Zn", "C", "C", "C", "C", "C", "C", "C", "C", "C", "H", "H", "H", "H", "H", "H", "H", "H", "H", "H", "H", "H", "H", "H", "H", "P", "P", "N", "N", "N", "N", "C", "C", "C", "C", "C", "C", "C", "C", "C", "C", "C", "C", "C", "C", "C", "C", "C", "C", "H", "H", "H", "H", "H", "H", "H", "H", "H", "H", "H", "H", "H", "H", "H", "H", "H", "H", "H", "H", "C", "C", "C", "C", "C", "C", "H", "H", "H", "H", "H", "H", "H", "H", "H"],
  "xyz": [[-0.88, -1.23, 0.74], [2.68, -2.16, 3.14], [3.27, -1.14, 2.50], [4.26, -1.21, 1.39], [4.03, -2.28, 0.29], [2.61, -2.61, -0.03], [1.64, -3.04, 0.80], [1.87, -4.10, 1.83], [2.91, -3.63, 2.86], [-3.48, -0.81, -1.41], [2.15, -2.00, 4.10], [3.30, -0.17, 3.01], [5.29, -1.34, 1.78], [4.28, -0.20, 0.94], [4.51, -1.85, -0.60], [4.63, -3.16, 0.54], [2.46, -2.70, -1.12], [0.60, -2.71, 0.73], [2.18, -5.06, 1.36], [0.94, -4.31, 2.37], [2.84, -4.24, 3.78], [3.91, -3.82, 2.45], [-4.56, -0.89, -1.23], [-3.07, -1.81, -1.30], [-3.33, -0.51, -2.45], [0.13, -0.66, -1.49], [0.16, 1.96, 0.57], [0.11, -2.42, -1.90], [0.17, -0.20, -3.18], [0.10, 1.10, 2.15], [0.58, 3.47, 1.29], [1.71, -0.01, -0.81], [1.74, 1.40, -0.20], [-0.69, -3.33, -1.19], [-0.53, -4.59, -1.70], [0.38, -4.49, -2.80], [0.78, -3.15, -2.89], [-0.88, -0.46, -4.09], [-0.62, 0.21, -5.27], [0.62, 0.91, -5.09], [1.08, 0.65, -3.82], [-0.96, 0.11, 2.32], [-0.63, -0.58, 3.56], [0.55, -0.07, 4.04], [1.00, 0.91, 3.15], [1.61, 3.84, 2.15], [1.40, 5.15, 2.58], [0.20, 5.62, 1.94], [-0.29, 4.57, 1.17], [2.47, -0.14, -1.61], [1.94, -0.68, 0.03], [2.52, 1.48, 0.58], [1.99, 2.11, -0.99], [-1.30, -2.98, -0.33], [-1.01, -5.49, -1.34], [0.72, -5.27, -3.45], [1.45, -2.65, -3.56], [-1.67, -1.16, -3.82], [-1.24, 0.20, -6.15], [1.12, 1.54, -5.82], [1.98, 0.92, -3.30], [-1.95, 0.44, 2.11], [-1.22, -1.38, 3.99], [1.08, -0.37, 4.94], [1.92, 1.46, 3.18], [2.42, 3.16, 2.36], [2.04, 5.68, 3.27], [-0.25, 6.59, 2.00], [-1.14, 4.49, 0.51], [-4.71, 3.08, 0.71], [-4.13, 2.45, -0.55], [-5.29, 1.93, -1.41], [-3.42, 3.57, -1.31], [-3.18, 1.31, -0.25], [-2.81, 0.13, -0.45], [-5.32, 3.95, 0.42], [-3.95, 3.40, 1.42], [-5.37, 2.37, 1.23], [-6.00, 2.74, -1.63], [-4.92, 1.50, -2.35], [-5.82, 1.14, -0.88], [-2.55, 3.92, -0.76], [-3.08, 3.21, -2.29], [-4.10, 4.41, -1.45]]
}